[1]
{"formula": "C26H26CrF4N4O2", "method": "the ωB97M-V functional and the def2-TZVPD basis", "species": ["Cr", "C", "C", "N", "C", "C", "C", "C", "N", "C", "C", "F", "C", "F", "C", "C", "F", "C", "F", "H", "H", "H", "H", "H", "H", "H", "H", "H", "H", "H", "H", "H", "H", "H", "C", "C", "N", "C", "C", "C", "C", "C", "C", "C", "C", "C", "N", "C", "H", "H", "H", "H", "H", "H", "H", "H", "C", "O", "C", "O", "H", "H", "H"], "coordinates": [[-0.260, 0.157, -0.315], [-0.643, -2.363, -2.829], [0.561, -1.430, -2.859], [0.251, -0.038, -2.452], [-0.653, 0.532, -3.475], [-1.287, 1.881, -3.153], [1.517, 0.723, -2.472], [2.440, 0.347, -1.315], [1.644, 0.369, -0.116], [2.209, 0.434, 1.093], [1.338, 0.505, 2.207], [-0.020, 0.500, 1.903], [1.757, 0.604, 3.515], [0.844, 0.660, 4.490], [3.111, 0.654, 3.811], [4.005, 0.581, 2.749], [5.315, 0.638, 3.001], [3.588, 0.456, 1.434], [4.529, 0.359, 0.472], [-0.304, -3.372, -2.616], [-1.185, -2.390, -3.770], [-1.314, -2.063, -2.029], [1.003, -1.435, -3.864], [1.300, -1.817, -2.161], [-1.462, -0.182, -3.629], [-0.089, 0.629, -4.413], [-2.026, 1.787, -2.359], [-1.797, 2.231, -4.048], [-0.563, 2.642, -2.873], [1.267, 1.781, -2.372], [2.041, 0.576, -3.426], [3.267, 1.067, -1.284], [2.883, -0.649, -1.452], [3.464, 0.757, 4.821], [-4.453, -0.915, 0.176], [-3.127, -0.944, -0.249], [-2.310, 0.102, -0.211], [-2.831, 1.274, 0.239], [-4.174, 1.405, 0.660], [-4.988, 0.262, 0.644], [-4.653, 2.676, 1.083], [-3.845, 3.764, 1.090], [-2.475, 3.658, 0.722], [-1.574, 4.734, 0.795], [-0.253, 4.518, 0.474], [0.146, 3.256, 0.036], [-0.683, 2.235, -0.078], [-1.970, 2.412, 0.290], [-5.038, -1.818, 0.128], [-2.720, -1.870, -0.630], [-6.008, 0.326, 0.988], [-5.680, 2.750, 1.399], [-4.221, 4.733, 1.378], [-1.927, 5.705, 1.115], [0.474, 5.309, 0.553], [1.176, 3.061, -0.228], [-0.967, -3.310, 1.837], [-0.971, -1.991, 1.264], [-0.084, -1.726, 0.306], [0.746, -2.506, -0.093], [-1.183, -3.210, 2.898], [0.010, -3.768, 1.679], [-1.740, -3.910, 1.355]], "forces_ev_per_angstrom": [[0.7960, 0.2457, -0.3347], [0.1663, 0.1155, -0.0595], [0.0772, -0.7048, 0.1798], [-0.0364, 0.0166, 0.2940], [-0.4609, 0.3416, -0.1349], [0.0764, -0.2047, 0.0383], [0.6920, 0.2313, 0.2650], [0.1048, -0.2427, -0.4322], [-0.1388, 0.5466, -0.6170], [0.4484, 0.0423, 1.5063], [0.5046, 0.0379, -0.2165], [0.1186, 0.0073, -0.0583], [0.1320, -0.0235, -0.1417], [0.0205, 0.0320, -0.0550], [-0.0744, -0.0093, -0.3398], [-0.3918, 0.0185, 0.1294], [-0.1061, -0.0539, -0.0947], [-0.3707, 0.0109, -0.0610], [-0.0731, 0.0124, 0.1270], [0.0128, -0.1001, 0.0557], [-0.1345, 0.0829, -0.0577], [-0.1104, -0.0850, -0.0228], [0.0037, 0.2333, 0.0652], [-0.0519, 0.1042, -0.0929], [0.1157, -0.0011, -0.0983], [-0.0397, -0.2045, 0.1057], [-0.0170, 0.0513, -0.0110], [-0.0730, 0.0311, -0.0280], [0.0371, 0.0514, 0.0045], [0.0353, -0.0276, -0.0809], [-0.1952, 0.0327, 0.0214], [-0.1664, -0.0989, -0.0811], [0.0423, 0.1666, -0.1578], [0.0107, -0.0220, 0.1422], [-0.2494, 0.2929, 0.0713], [0.2600, -0.1251, -0.1449], [-1.0603, 0.0093, 0.1580], [-0.7101, -0.0107, 0.1099], [0.5471, -0.2121, -0.1583], [0.4571, -0.1884, -0.2079], [0.1319, 0.4979, 0.0798], [-0.3863, -0.2087, 0.0406], [0.3441, -0.5437, -0.2286], [0.3154, -0.2527, -0.1206], [-0.3698, 0.2259, 0.0591], [0.1612, -0.1502, -0.0691], [-0.1405, 0.4401, 0.1149], [-0.1763, 0.7811, 0.1625], [-0.0484, -0.0971, -0.0160], [0.0568, 0.0302, 0.0828], [-0.1474, -0.0246, 0.0214], [-0.1527, 0.0638, 0.0064], [-0.0820, 0.0906, 0.1246], [0.0215, 0.0597, 0.0434], [0.0877, 0.0668, -0.0317], [0.0762, -0.0308, 0.0011], [0.2630, -0.2601, 0.0494], [-0.5189, -0.4105, 0.6728], [0.5444, -0.2626, -0.8960], [-0.0537, -0.4632, 0.2642], [-0.0078, 0.0566, -0.0409], [-0.1640, -0.0179, 0.0824], [0.0473, 0.0097, 0.0107]], "lowdin_spin": [2.91, 0.00, 0.00, -0.01, 0.00, 0.00, 0.00, 0.01, 0.02, 0.00, 0.01, 0.01, 0.00, 0.00, 0.02, 0.00, 0.00, 0.01, 0.00, 0.00, 0.00, 0.00, 0.00, 0.00, 0.00, 0.00, 0.00, 0.00, 0.00, 0.00, 0.00, 0.00, 0.00, 0.00, 0.00, 0.01, 0.00, 0.01, 0.00, 0.01, 0.00, 0.00, 0.00, 0.01, 0.00, 0.01, 0.01, 0.00, 0.00, 0.00, 0.00, 0.00, 0.00, 0.00, 0.00, 0.00, -0.01, -0.01, -0.05, 0.01, 0.00, 0.00, 0.00], "fmax_ev_per_a": 1.57, "lumo_ev": [-3.82, -4.00], "homo_energy_ev": [-10.00, -10.29], "charge": 1, "multiplicity": 4, "e_tot_ha": -2819.63586}



[2]
{"formula": "C5H16N2O3", "method": "the ωB97M-V functional and the def2-TZVPD basis", "species": ["C", "C", "N", "C", "C", "C", "N", "O", "H", "H", "H", "H", "H", "H", "H", "H", "H", "H", "H", "H", "H", "H", "O", "H", "H", "O"], "coordinates": [[0.447, 1.706, 1.497], [0.533, 0.151, 1.252], [0.049, -0.311, -0.128], [-1.314, -0.757, -0.002], [0.745, -1.398, -0.797], [2.199, -0.876, -1.415], [2.077, 0.197, -2.248], [3.254, -1.438, -1.163], [1.500, 2.120, 1.226], [0.218, 1.955, 2.469], [-0.116, 2.277, 0.744], [1.682, -0.131, 1.498], [-0.012, -0.543, 1.902], [-1.771, -1.532, 0.765], [-1.860, 0.222, 0.286], [-1.832, -0.983, -0.960], [0.307, -1.612, -1.795], [0.838, -2.461, -0.385], [2.890, 0.744, -2.575], [1.135, 0.429, -2.530], [-3.202, -1.621, 1.998], [-2.478, -0.330, 2.511], [-2.980, -1.036, 2.770], [-0.209, 1.509, -1.196], [-1.283, 1.513, -2.096], [-0.815, 2.207, -1.626]], "forces_ev_per_angstrom": [[2.6165, -0.6895, -3.6986], [2.3114, -0.9712, -0.1592], [0.4343, -1.3929, 0.5611], [-4.0984, 2.2479, 0.8949], [3.1862, -0.0976, -2.3708], [-0.1115, -1.3023, 1.4364], [-0.0177, 0.0563, 0.1033], [-0.9305, 0.6483, -0.1433], [-1.5220, -0.7065, 0.8893], [-0.6067, 0.5598, 2.0686], [-0.6413, -0.5610, 0.5520], [-2.5894, 0.3470, -1.2065], [-0.0800, 0.8333, 0.6189], [2.1518, 0.9900, -1.2756], [0.3364, -1.4126, -0.1210], [0.8971, -0.0950, 0.2524], [-0.7221, 0.3247, 0.6309], [0.1565, 1.6901, 0.3920], [-0.9182, -0.8273, 0.2971], [0.4641, 0.4633, -0.0220], [0.4736, 1.3072, 1.2064], [1.9022, 2.6219, -1.4488], [-2.6191, -3.9011, 0.5370], [-0.5979, 1.6672, -0.0291], [-0.9782, 0.4002, -0.6641], [1.5027, -2.2003, 0.6987]], "mulliken_charge": [-1.22, -0.49, 0.43, -1.26, -0.90, 0.48, -0.33, -0.61, 0.31, 0.37, 0.30, 0.27, 0.52, 0.22, 0.52, 0.29, 0.41, 0.29, 0.24, 0.20, 0.37, 0.32, -0.63, 0.25, 0.34, -0.68], "fmax_ev_per_a": 4.76, "lumo_ev": 0.42, "homo_energy_ev": -9.69, "multiplicity": 1, "e_tot_ha": -535.25935}